Density functional theory data (wB97M-V/def2-TZVPD) for a single C5H6S2 molecule.

Bonds (Å) are listed after each position.
Positions of all 13 atoms, in Å:
1 S 0.022 -0.357 -0.341  C3 1.825, C5 1.774
2 H 0.581 1.552 -1.201  C5 1.080
3 C -1.321 0.203 0.760  S1 1.825, S9 1.750, C13 1.519
4 H -3.210 -1.061 0.434  C13 1.130
5 C 1.169 0.987 -0.494  S1 1.774, H2 1.080, C8 1.438, H12 1.187
6 H -1.608 -1.969 0.985  C13 1.154
7 H -2.568 -0.989 2.063  C13 1.129
8 C 2.187 0.367 -1.297  C5 1.438, C10 1.207
9 S -1.598 1.858 1.257  C3 1.750
10 C 3.149 -0.259 -1.672  C8 1.207, H11 0.949
11 H 3.922 -0.620 -2.087  C10 0.949
12 H 1.501 1.284 0.607  C5 1.187
13 C -2.226 -0.996 0.987  C3 1.519, H4 1.130, H6 1.154, H7 1.129

The value obtained for the gap between HOMO and LUMO is 8.23 eV. The largest force on an atom comes out at 0.138 hartree/bohr. Its SMILES is C#CCSC(C)=S. For the energy above the lowest of the compared OMol25 structures with the same formula, charge and spin, the calculation gives 3.179 eV. Its charge is 0. Its multiplicity is 1.

Results of the natural (NBO) charge analysis, in e, for atoms 1 through 4:
1. S 0.343
2. H 0.272
3. C -0.209
4. H 0.265

***

Density functional theory data (wB97M-V/def2-TZVPD) for a single C5H6S2 molecule.

Bonds (Å) are listed after each position.
Positions of all 13 atoms, in Å:
1 C -0.969 -1.683 -0.143  C3 1.344, S11 1.761, H12 1.072
2 C 1.007 -0.125 -0.232  S6 1.748, C9 1.511, S11 1.761
3 C -1.271 -0.493 -0.690  C1 1.344, H8 1.133, C9 1.503
4 H -0.780 0.552 1.617  C5 1.190
5 C -0.525 1.299 0.727  H4 1.190, C9 1.454, H10 1.127
6 S 2.489 0.793 -0.107  C2 1.748, H7 1.333
7 H 3.180 -0.063 0.648  S6 1.333
8 H -2.230 -0.121 -1.164  C3 1.133
9 C -0.273 0.620 -0.533  C2 1.511, C3 1.503, C5 1.454, H13 1.199
10 H 0.077 2.247 0.819  C5 1.127
11 S 0.687 -1.715 0.455  C1 1.761, C2 1.761
12 H -1.376 -2.655 0.057  C1 1.072
13 H -0.016 1.344 -1.453  C9 1.199

The value obtained for the gap between HOMO and LUMO (spin up / spin down) is 8.17 / 6.88 eV. The largest force on an atom comes out at 0.057 hartree/bohr. For the energy above the lowest of the compared OMol25 structures with the same formula, charge and spin, the calculation gives 3.707 eV. Its charge is 0. Its multiplicity is 1.

Results of the natural (NBO) charge analysis, in e, for atoms 1 through 4:
1. C -0.370
2. C -0.334
3. C -0.179
4. H 0.204

***

Density functional theory data (wB97M-V/def2-TZVPD) for 2 unconnected molecules or ions with the total composition C5H6S2.

Bonds (Å) are listed after each position.
Positions of all 13 atoms, in Å:
1 C 0.570 -0.038 1.157  H3 1.062, C10 1.453, C11 1.579, S13 1.784
2 H 1.173 1.934 0.434  C10 1.139
3 H 1.212 0.296 1.934  C1 1.062
4 H -0.736 1.415 2.041  C11 1.162
5 H 2.502 -1.886 -0.088  no bonds
6 H -1.770 -0.420 -1.889  C7 1.066
7 C -1.317 0.113 -1.083  H6 1.066, C8 1.307, S12 1.843
8 C -1.695 0.393 0.136  C7 1.307, H9 1.130, C11 1.444
9 H -2.539 -0.346 0.267  C8 1.130
10 C 0.479 1.059 0.208  C1 1.453, H2 1.139, C11 1.385, S12 1.749
11 C -0.661 0.936 0.985  C1 1.579, H4 1.162, C8 1.444, C10 1.385
12 S 0.336 0.802 -1.516  C7 1.843, C10 1.749
13 S 0.658 -1.788 0.822  C1 1.784

The value obtained for the gap between HOMO and LUMO is 7.32 eV. The largest force on an atom comes out at 0.138 hartree/bohr. For the energy above the lowest of the compared OMol25 structures with the same formula, charge and spin, the calculation gives 4.519 eV. Its charge is 0. Its multiplicity is 1.

Results of the natural (NBO) charge analysis, in e, for atoms 1 through 4:
1. C -0.413
2. H 0.245
3. H 0.216
4. H 0.260

***

Density functional theory data (wB97M-V/def2-TZVPD) for 2 unconnected molecules or ions with the total composition C5H6Si.

Bonds (Å) are listed after each position.
Positions of all 12 atoms, in Å:
1 C 2.279 -0.671 -1.749  H3 1.056, H6 1.098, H8 1.042, H12 1.068
2 C -0.237 3.040 3.554  H9 0.984, C10 1.217
3 H 2.991 -0.328 -2.449  C1 1.056
4 H 3.619 -0.753 1.876  C5 1.099
5 C 2.872 -0.018 1.542  H4 1.099, C11 1.222
6 H 2.161 -1.751 -1.899  C1 1.098
7 Si 0.019 1.098 1.246  C10 1.816, C11 1.921
8 H 2.575 -0.576 -0.754  C1 1.042
9 H -0.461 3.665 4.281  C2 0.984
10 C -0.099 2.199 2.685  C2 1.217, Si7 1.816
11 C 1.888 0.699 1.436  C5 1.222, Si7 1.921
12 H 1.336 -0.173 -1.807  C1 1.068

The value obtained for the gap between HOMO and LUMO is 7.90 eV. The largest force on an atom comes out at 0.097 hartree/bohr. For the energy above the lowest of the compared OMol25 structures with the same formula, charge and spin, the calculation gives 3.107 eV. Its charge is 0. Its multiplicity is 1.

Results of the natural (NBO) charge analysis, in e, for atoms 1 through 4:
1. C -0.847
2. C -0.107
3. H 0.210
4. H 0.247

***

Density functional theory data (wB97M-V/def2-TZVPD) for 2 unconnected molecules or ions with the total composition C5H7Br.

Bonds (Å) are listed after each position.
Positions of all 13 atoms, in Å:
1 H 0.764 -0.713 1.774  C11 1.154
2 Br -2.461 0.318 -0.115  C13 1.826
3 H 1.016 2.840 -0.625  C7 1.082
4 H -0.932 -0.779 2.544  C11 1.241
5 C 0.278 -2.246 -1.084  C8 1.187, H10 1.030
6 H 0.418 1.844 -2.096  C7 1.013
7 C 0.839 1.927 -1.178  H3 1.082, H6 1.013, H12 1.032
8 C -0.384 -1.463 -0.486  C5 1.187, C13 1.346
9 H -0.350 0.913 1.958  C11 1.153
10 H 0.644 -2.966 -1.723  C5 1.030
11 C -0.265 -0.201 1.672  H1 1.154, H4 1.241, H9 1.153, C13 1.523
12 H 1.331 1.045 -0.964  C7 1.032
13 C -0.898 -0.519 0.324  Br2 1.826, C8 1.346, C11 1.523

The value obtained for the gap between HOMO and LUMO (spin up / spin down) is 8.21 / 7.80 eV. The largest force on an atom comes out at 0.060 hartree/bohr. For the energy above the lowest of the compared OMol25 structures with the same formula, charge and spin, the calculation gives 4.899 eV. Its charge is 0. Its multiplicity is 1.

Results of the natural (NBO) charge analysis, in e, for atoms 1 through 4:
1. H 0.244
2. Br 0.127
3. H 0.172
4. H 0.223

***

Density functional theory data (wB97M-V/def2-TZVPD) for a single C5H7Br molecule.

Bonds (Å) are listed after each position.
Positions of all 13 atoms, in Å:
1 H -0.954 -0.740 1.630  C2 1.124
2 C -0.774 0.008 0.811  H1 1.124, H7 1.104, H8 1.066, C12 1.502
3 H 0.817 -1.366 0.085  C12 1.136
4 Br 2.858 2.572 -1.604  C10 1.878
5 H -0.562 0.752 -1.667  C6 1.088
6 C 0.337 0.173 -1.461  H5 1.088, C10 1.844, C12 1.550, H13 1.170
7 H -1.565 -0.014 0.040  C2 1.104
8 H -0.612 1.042 1.011  C2 1.066
9 C 1.730 0.562 0.262  C10 1.347, H11 1.049, C12 1.546
10 C 1.786 1.184 -0.932  Br4 1.878, C6 1.844, C9 1.347
11 H 2.248 0.829 1.134  C9 1.049
12 C 0.463 -0.289 0.013  C2 1.502, H3 1.136, C6 1.550, C9 1.546
13 H 0.502 -0.735 -2.179  C6 1.170

The value obtained for the gap between HOMO and LUMO is 10.11 eV. The largest force on an atom comes out at 0.076 hartree/bohr. Its SMILES is C[C@@H]1C=C(Br)C1. For the energy above the lowest of the compared OMol25 structures with the same formula, charge and spin, the calculation gives 1.864 eV. Its charge is 0. Its multiplicity is 1.

Results of the natural (NBO) charge analysis, in e, for atoms 1 through 4:
1. H 0.226
2. C -0.623
3. H 0.199
4. Br 0.095